{"formula": "C38H44FNO21S", "method": "ωB97M-V/def2-TZVPD", "species": ["C", "C", "C", "C", "C", "C", "C", "C", "C", "C", "C", "O", "C", "C", "O", "S", "O", "O", "O", "C", "N", "F", "H", "H", "H", "H", "H", "H", "H", "H", "H", "H", "H", "H", "H", "H", "H", "H", "H", "H", "H", "H", "H", "H", "H", "H", "H", "H", "H", "H", "C", "C", "C", "O", "C", "C", "C", "O", "O", "O", "H", "H", "H", "H", "C", "C", "C", "O", "C", "C", "C", "O", "O", "O", "H", "H", "H", "H", "C", "C", "C", "O", "C", "C", "C", "O", "O", "O", "H", "H", "H", "H", "C", "C", "C", "O", "C", "C", "C", "O", "O", "O", "H", "H", "H", "H"], "positions_angstrom": [[-1.19665, -1.76023, 0.10997], [-1.65216, -0.90132, -1.06278], [-2.19067, 0.46544, -0.65590], [-3.19702, 0.43558, 0.49071], [-3.71023, 1.82736, 0.84329], [-4.84323, 2.32065, -0.08830], [-6.06092, 2.77150, 0.70903], [-7.26375, 3.20243, -0.15303], [-8.43977, 2.21855, -0.09323], [-8.30690, 0.91420, -0.85891], [-9.64369, 0.13501, -0.55493], [-9.71032, -0.25238, 0.78809], [-9.45889, -1.62752, 1.07166], [-9.92711, -1.90861, 2.49765], [-7.22658, 0.05223, -0.42409], [-6.93366, -1.07486, -1.49985], [-7.53092, -2.32845, -1.20009], [-5.53714, -1.06208, -1.76110], [-7.79053, -0.43603, -2.68675], [-8.12873, 0.95343, -2.38091], [-7.11873, 1.80310, -2.88917], [-9.30931, 1.25172, -2.98889], [-0.72559, -2.67557, -0.24158], [-0.47173, -1.22096, 0.71926], [-2.03508, -2.05207, 0.73809], [-2.40508, -1.44178, -1.64020], [-0.80059, -0.76567, -1.73110], [-1.34540, 1.09488, -0.38508], [-2.68416, 0.95317, -1.50045], [-4.01722, -0.23469, 0.22565], [-2.72889, 0.01841, 1.38260], [-4.10556, 1.78396, 1.86020], [-2.90410, 2.55907, 0.87272], [-5.08620, 1.52113, -0.78801], [-4.44836, 3.14408, -0.68516], [-6.34230, 1.94903, 1.36547], [-5.74780, 3.62233, 1.31173], [-6.97143, 3.42263, -1.17237], [-7.63597, 4.14742, 0.24658], [-8.56468, 1.92894, 0.94804], [-9.33529, 2.71823, -0.44983], [-9.82812, -0.67390, -1.26066], [-10.44510, 0.85845, -0.69477], [-8.39062, -1.81864, 1.02223], [-9.96104, -2.26628, 0.34737], [-9.18119, -2.49936, 3.02069], [-10.88197, -2.42203, 2.51955], [-9.99715, -0.95244, 3.01014], [-7.21868, 1.95047, -3.88148], [-6.19044, 1.49704, -2.64128], [1.77484, 3.63334, -1.40852], [2.84916, 4.42137, -1.26912], [4.07451, 3.97179, -0.52098], [5.01626, 4.73817, -0.44744], [4.06633, 2.65142, 0.08171], [2.99289, 1.86260, -0.05081], [1.77823, 2.30385, -0.82074], [0.85523, 1.51690, -0.91108], [2.91064, 0.64526, 0.46897], [2.92438, 5.64704, -1.77199], [0.89081, 3.94543, -1.94628], [4.94775, 2.34728, 0.62653], [2.03410, 0.29196, 0.21602], [3.80623, 5.98466, -1.52622], [2.55736, -2.87207, -2.78947], [3.43418, -3.59765, -3.49678], [4.71667, -4.10806, -2.89478], [5.44525, -4.77318, -3.60588], [5.01187, -3.77548, -1.51262], [4.13724, -3.04658, -0.80603], [2.84276, -2.56067, -1.40178], [2.09727, -1.92293, -0.68242], [4.33701, -2.69681, 0.45663], [3.24934, -3.92533, -4.76705], [1.63224, -2.50389, -3.21034], [5.94287, -4.13177, -1.09517], [3.55734, -2.17198, 0.72305], [4.02924, -4.45130, -5.02740], [4.42735, -4.61288, 3.92134], [5.31900, -5.58353, 4.15806], [6.56002, -5.34049, 4.97482], [7.30741, -6.28252, 5.15615], [6.79631, -4.00374, 5.49220], [5.90562, -3.03306, 5.24932], [4.65241, -3.28250, 4.45406], [3.89026, -2.34738, 4.29480], [6.04886, -1.78844, 5.68358], [5.18715, -6.82115, 3.70178], [3.53236, -4.77636, 3.33794], [7.69780, -3.83568, 6.06392], [5.26382, -1.30088, 5.37007], [5.96718, -7.31216, 4.02246], [10.40048, 2.16270, -1.97018], [9.08073, 1.94115, -2.01909], [8.10616, 2.75765, -1.21401], [6.92255, 2.50138, -1.32944], [8.62278, 3.79864, -0.34556], [9.94332, 4.01871, -0.29434], [10.91808, 3.21809, -1.11617], [12.09782, 3.49705, -1.01996], [10.49677, 4.94856, 0.47181], [8.52697, 0.99846, -2.77021], [11.10943, 1.58400, -2.54490], [7.91064, 4.36904, 0.23474], [11.45787, 4.89353, 0.31243], [7.56553, 1.06285, -2.61649]], "atomic_forces_ev_per_a": [[-0.1, 0.0, -0.1], [0.0, -0.1, -0.2], [-0.2, 0.0, 0.1], [0.5, 0.1, 0.1], [-0.7, -0.2, 0.0], [0.7, 0.1, 0.2], [0.1, 0.1, -0.8], [-0.1, 0.1, 0.6], [1.6, 0.2, -0.2], [-1.9, -0.9, 0.2], [-0.1, 0.6, -0.1], [-0.1, -0.1, -0.1], [0.3, 0.0, 0.6], [0.2, 0.2, -0.3], [0.3, 0.3, 0.0], [0.1, -0.8, -0.4], [-0.1, 0.3, 0.2], [0.0, 0.5, -0.2], [-0.2, 0.0, 0.1], [0.8, 0.4, -0.2], [-0.7, 0.4, 0.2], [0.5, -0.4, 0.1], [0.1, -0.1, 0.0], [0.1, 0.0, 0.1], [0.0, 0.0, 0.1], [-0.1, -0.1, 0.0], [0.0, 0.1, -0.1], [0.0, 0.1, 0.1], [0.1, 0.0, -0.2], [-0.2, 0.1, 0.1], [0.1, -0.1, 0.0], [-0.1, 0.1, 0.1], [0.2, -0.1, -0.1], [-0.2, -0.1, 0.0], [-0.2, 0.1, -0.2], [-0.1, 0.1, 0.2], [0.0, -0.1, 0.3], [0.1, -0.1, -0.1], [-0.1, 0.0, 0.0], [-0.4, 0.0, 0.1], [-0.2, -0.1, -0.1], [0.2, -0.3, 0.1], [-0.1, 0.0, -0.2], [0.1, 0.0, -0.2], [0.0, 0.0, -0.2], [0.0, -0.2, 0.1], [-0.2, 0.0, 0.1], [-0.2, 0.0, 0.1], [0.1, -0.2, -0.2], [0.1, 0.0, 0.0], [-0.1, -0.1, 0.0], [-0.2, 0.1, -0.2], [0.2, -0.5, 0.3], [-0.1, 0.3, -0.1], [0.1, 0.1, 0.1], [0.2, 0.0, 0.1], [-0.1, 0.3, -0.2], [0.1, -0.1, 0.0], [-0.1, 0.0, 0.0], [0.1, 0.0, 0.0], [0.0, 0.0, 0.0], [0.0, 0.0, 0.0], [0.0, -0.1, -0.1], [0.1, 0.0, 0.0], [-0.1, 0.1, 0.1], [-0.2, 0.1, -0.1], [0.2, 0.0, 0.4], [-0.1, 0.0, -0.2], [0.1, -0.1, -0.1], [0.3, -0.1, 0.1], [-0.2, 0.0, -0.4], [0.0, 0.1, 0.2], [-0.1, 0.0, 0.0], [0.1, 0.0, 0.0], [0.0, 0.0, 0.0], [0.0, 0.0, 0.0], [0.0, 0.1, 0.1], [0.1, 0.0, 0.0], [-0.2, 0.1, -0.1], [-0.2, 0.0, -0.1], [0.2, 0.3, 0.2], [0.0, -0.2, -0.1], [0.1, -0.1, 0.0], [0.2, 0.0, 0.1], [-0.2, -0.3, -0.2], [0.1, 0.2, 0.1], [-0.1, 0.0, 0.0], [0.1, 0.0, 0.0], [0.0, 0.0, 0.0], [0.0, 0.0, 0.0], [-0.1, 0.0, 0.0], [0.1, 0.0, 0.0], [0.2, 0.1, 0.0], [0.2, -0.1, -0.1], [0.0, 0.4, 0.3], [-0.1, -0.3, -0.2], [-0.2, 0.0, 0.0], [-0.2, 0.1, 0.1], [0.0, -0.3, -0.3], [0.0, 0.1, 0.1], [0.1, 0.0, 0.0], [-0.1, 0.0, 0.0], [0.0, 0.0, 0.0], [0.0, 0.0, 0.0], [0.1, 0.0, 0.0], [-0.1, 0.0, 0.0]], "largest_force_ha_per_bohr": 0.041, "energy_ha": -3607.22671, "multiplicity": 1, "smiles": "CCCCCCCCC[C@]1(COCC)OS(=O)(=O)O[C@@]1(N)F.O=C1C=C(O)C(=O)C=C1O.O=C1C=C(O)C(=O)C=C1O.O=C1C=C(O)C(=O)C=C1O.O=C1C=C(O)C(=O)C=C1O"}